[1]
Here is C34H71Ca3NO11P as an isolated structure at a distorted geometry from the OMol25 dataset. Energies are from ωB97M-V with the def2-TZVPD basis set.

Last column: Löwdin charge in e.
CARTESIAN COORDINATES (ANGSTROEM)
Ca -0.04 -2.63 -1.21  1.53
Ca 2.79 0.80 1.78  1.49
Ca 3.35 -1.21 -0.83  1.64
P 0.75 -0.31 0.07  -0.09
O 0.36 4.84 -2.59  -0.16
O 1.17 -0.83 -1.24  -0.58
O 3.62 -0.04 -2.90  -0.26
O 3.21 3.08 1.86  -0.32
O -0.56 -1.07 0.27  -0.38
O -1.71 -3.99 -0.63  -0.33
O -3.41 2.06 2.14  -0.13
O 1.11 -4.14 0.15  -0.30
O -1.19 -2.14 -3.07  -0.32
O 1.05 1.17 0.39  -0.41
O 1.84 -0.99 0.92  -0.64
N 1.38 0.80 3.75  -0.27
C 0.02 5.01 -3.98  -0.16
C -0.07 3.61 -2.03  -0.18
C -2.86 1.11 1.19  -0.21
C 2.83 3.79 0.67  -0.16
C 0.16 0.08 3.32  -0.24
C -1.94 -5.32 -1.01  -0.17
C 1.59 -6.17 1.25  -0.13
C 0.99 2.03 4.51  -0.25
C -3.27 -5.72 -0.32  -0.14
C -4.83 1.86 2.06  -0.22
C 3.59 3.99 2.82  -0.21
C 1.11 -3.82 1.52  -0.21
C -5.11 1.74 0.66  -0.18
C -0.77 -0.45 4.49  -0.02
C 3.52 1.36 -2.55  -0.16
C 2.69 -1.37 4.23  -0.05
C -2.70 -3.48 0.31  -0.13
C 2.77 5.32 1.06  -0.11
C 2.72 5.26 2.59  -0.12
C 1.73 -5.39 -0.06  -0.18
C 2.90 1.99 -3.84  -0.12
C -1.31 4.30 -3.95  -0.18
C 2.17 0.02 4.69  -0.26
C 2.62 -0.37 -3.81  -0.21
C 1.01 -5.16 2.23  -0.11
C -3.88 1.05 0.07  -0.15
C -0.02 2.79 3.79  -0.08
C -1.53 -0.54 -4.70  -0.15
C -1.02 3.12 -3.14  -0.19
C -3.46 -4.75 0.81  -0.13
C -2.05 -1.85 -5.28  -0.09
C -1.53 -0.73 -3.18  -0.15
C -1.73 -2.87 -4.10  -0.18
C 1.89 0.94 -4.19  -0.14
H -2.71 0.22 1.79  0.10
H 0.32 3.06 2.79  0.08
H 2.81 1.57 -1.75  0.09
H 1.70 5.00 2.88  0.10
H -1.66 -0.81 3.98  0.07
H -1.52 -2.15 -6.18  0.12
H 2.40 2.95 -3.70  0.11
H 1.42 -5.15 3.23  0.13
H -4.07 -5.51 -1.04  0.12
H 4.37 1.98 -2.25  0.13
H -5.22 2.69 0.14  0.12
H -1.13 0.36 5.12  0.08
H -3.10 -1.75 -5.53  0.12
H 0.46 -0.85 2.84  0.07
H 3.58 2.18 -4.66  0.14
H 4.66 4.22 2.75  0.13
H -0.14 3.72 4.35  0.10
H -2.08 0.34 -5.05  0.13
H 3.15 -1.91 5.05  0.10
H -0.50 -0.39 -5.03  0.10
H -2.07 4.93 -3.49  0.13
H 2.93 6.11 3.23  0.14
H -1.10 -3.67 -4.49  0.13
H -3.45 -6.75 -0.03  0.13
H -1.86 1.27 0.78  0.09
H -3.25 -2.70 -0.20  0.12
H -4.51 -4.67 1.11  0.13
H 3.55 3.61 -0.13  0.12
H -1.22 -5.94 -0.47  0.12
H -0.56 3.87 -1.09  0.13
H 1.88 -1.01 -3.35  0.08
H -3.08 -5.07 1.78  0.11
H 3.07 -0.87 -4.67  0.14
H 2.57 -6.51 1.57  0.12
H 1.56 0.95 -5.23  0.14
H -2.46 -0.43 -2.71  0.13
H 0.81 4.54 -4.55  0.12
H -0.06 -5.32 2.36  0.12
H 1.96 -3.15 1.65  0.09
H 1.85 2.68 4.70  0.11
H 0.25 -3.17 1.67  0.11
H 1.06 0.94 -3.48  0.08
H 3.67 5.87 0.79  0.12
H -1.95 -5.54 -2.08  0.13
H 1.85 5.81 0.73  0.12
H 0.59 1.83 5.51  0.13
H 3.48 3.67 3.86  0.11
H 3.03 0.67 4.83  0.12
H 1.76 -0.03 5.70  0.13
H 3.30 -1.41 3.32  0.05
H -0.67 2.37 -3.84  0.09
H -0.24 6.04 -4.26  0.14
H -1.57 4.13 -5.00  0.13
H -2.64 -3.33 -3.71  0.13
H -1.80 2.55 -2.63  0.10
H -0.40 -1.24 5.14  0.08
H -0.41 0.65 2.58  0.08
H -2.24 -2.98 1.17  0.11
H -0.73 -0.17 -2.69  0.09
H 1.81 3.53 0.38  0.10
H -3.54 1.54 -0.84  0.10
H 2.80 -5.25 -0.23  0.12
H -1.05 2.44 3.68  0.08
H 0.72 2.87 -1.91  0.08
H 1.80 -1.99 4.09  0.07
H -5.29 1.05 2.64  0.13
H 1.38 -6.03 -0.87  0.13
H -4.08 0.00 -0.15  0.10
H 1.14 -7.16 1.18  0.13
H -5.25 2.74 2.55  0.14
H -6.03 1.18 0.46  0.13

E_tot = -125010.314 eV
total charge = +3
HOMO level = -15.12 eV
F_max = 6.7 eV Å⁻¹
HOMO-LUMO gap = 5.16 eV

***

[2]
Here is C34H72AsF6N10O2 as an isolated structure at a distorted geometry from the OMol25 dataset. Energies are from ωB97M-V with the def2-TZVPD basis set.

Last column: Löwdin charge in e.
CARTESIAN COORDINATES (ANGSTROEM)
As 0.47 0.96 -1.81  0.79
F -1.00 1.85 -2.10  -0.25
F -0.26 0.31 -0.36  -0.27
F 1.99 0.10 -1.41  -0.28
F 1.22 2.28 -0.94  -0.26
F 1.21 1.60 -3.25  -0.24
F -0.15 -0.39 -2.75  -0.26
O -6.45 1.70 2.98  -0.06
O 4.18 0.41 0.37  -0.08
N 0.71 1.94 3.59  -0.06
N 6.49 -1.30 1.87  -0.35
N -2.85 -2.93 -1.90  -0.06
N 0.11 1.24 5.55  -0.09
N -1.29 -6.19 -2.49  -0.07
N 0.69 -5.46 -2.15  -0.07
N 1.36 4.71 -5.35  -0.08
N -4.05 -3.03 -0.07  -0.03
N -4.32 1.76 1.07  -0.33
N 1.12 5.57 -3.37  -0.04
C 0.11 -5.58 -0.92  0.00
C 5.50 -0.78 2.88  0.02
C -0.39 1.21 6.93  0.05
C -6.55 -3.34 0.23  -0.04
C 2.00 5.91 -5.37  0.02
C -1.18 -6.00 -1.14  -0.01
C -5.16 -3.30 0.89  -0.13
C -5.56 1.08 0.41  0.06
C 5.02 -0.61 -0.17  -0.21
C 0.88 2.89 2.49  -0.16
C -3.14 1.14 0.37  -0.05
C 2.06 -4.99 -2.34  -0.11
C 6.35 -0.56 0.55  -0.09
C -4.07 -3.17 -1.41  0.01
C -2.78 -2.64 0.31  -0.02
C 0.34 2.32 4.82  -0.01
C -0.15 -5.82 -3.11  0.01
C -5.16 2.13 3.41  -0.21
C 1.92 6.43 -4.09  0.01
C 1.81 4.07 2.87  -0.03
C -4.16 1.37 2.54  -0.08
C 2.05 5.62 -1.08  -0.08
C 1.31 3.74 -6.49  0.06
C 7.91 -1.11 2.36  0.03
C 0.79 0.59 3.54  -0.01
C 0.83 5.77 -1.93  -0.15
C -4.27 3.24 0.75  0.05
C 2.00 -3.44 -2.29  -0.05
C 0.45 0.12 4.80  0.02
C 6.33 -2.79 1.78  0.01
C 0.88 4.51 -4.13  -0.04
C -2.45 -3.00 -3.28  0.01
C -2.52 -6.61 -3.19  0.04
C -2.08 -2.47 -0.85  -0.02
H -5.08 3.69 1.32  0.11
H 2.49 -2.96 -3.14  0.09
H 2.29 4.50 2.00  0.07
H -1.38 -3.12 -3.42  0.09
H 0.11 4.99 -1.66  0.12
H 8.25 -0.13 2.04  0.11
H -5.29 1.05 -0.64  0.10
H -1.40 1.60 6.92  0.11
H -2.76 -2.09 -3.80  0.12
H 1.20 0.06 2.70  0.13
H -2.95 -3.75 -3.90  0.09
H 1.36 2.34 1.68  0.11
H 2.50 3.77 3.65  0.09
H -2.18 1.65 0.49  0.08
H 1.18 4.29 -7.42  0.11
H 2.83 6.34 -1.37  0.09
H 7.93 -1.13 3.45  0.12
H 0.04 3.33 5.08  0.18
H 2.32 7.36 -3.75  0.15
H 2.27 -5.21 -3.39  0.13
H -3.14 -5.79 -3.52  0.07
H 2.52 4.64 -1.04  0.07
H 0.29 1.84 7.50  0.12
H 0.64 -5.37 -0.01  0.15
H 2.55 6.19 -6.25  0.15
H -0.34 0.19 7.29  0.11
H -5.66 0.13 0.93  0.09
H -5.12 1.72 4.43  0.14
H -3.12 1.64 2.69  0.13
H 4.58 -1.26 2.58  0.10
H 5.42 0.30 2.73  0.11
H 5.41 -3.01 1.25  0.09
H -6.37 1.79 0.55  0.11
H -7.12 -4.10 0.77  0.10
H -1.06 -2.18 -1.00  0.11
H 8.65 -1.79 1.93  0.12
H 0.30 -0.88 5.17  0.14
H 1.02 -2.96 -2.25  0.05
H -2.11 -7.18 -4.02  0.12
H 0.43 6.78 -1.86  0.14
H 3.34 0.43 -0.14  0.05
H -5.06 -2.53 1.64  0.12
H -0.06 3.22 2.05  0.12
H -1.95 -5.99 -0.39  0.14
H 2.55 -3.02 -1.44  0.06
H 2.77 -5.39 -1.63  0.14
H -6.61 -3.60 -0.82  0.07
H 4.63 -1.63 -0.20  0.11
H -3.28 3.65 0.94  0.11
H 5.17 -0.29 -1.20  0.14
H 7.09 -1.14 -0.03  0.15
H 5.72 -1.02 3.92  0.11
H -7.07 -2.41 0.44  0.08
H -4.40 0.31 2.59  0.13
H 6.83 0.41 0.59  0.15
H -5.09 3.20 3.58  0.13
H -7.12 1.72 3.67  0.12
H 7.16 -3.17 1.18  0.12
H -2.98 0.12 0.73  0.08
H -0.03 -5.69 -4.18  0.18
H 2.27 3.24 -6.48  0.11
H -3.14 -7.32 -2.64  0.12
H 0.25 3.71 -3.76  0.14
H -2.44 -2.66 1.33  0.14
H 1.10 4.83 3.22  0.08
H 1.90 6.01 -0.08  0.08
H -5.03 -4.32 1.26  0.13
H -3.26 1.18 -0.71  0.10
H -4.58 3.26 -0.29  0.12
H 0.41 3.15 -6.30  0.10
H -4.94 -3.35 -2.00  0.17
H 6.22 -3.26 2.76  0.12

E_tot = -132521.076 eV
total charge = +5
HOMO level = -18.74 eV
F_max = 2.7 eV Å⁻¹
relative energy (zero: lowest compared OMol25 entry of this formula, charge and spin) = 46.8 kcal per mole
HOMO-LUMO gap = 8.71 eV

***

[3]
Here is a 3-piece molecular cluster, C34H73F2N3O4PS2 overall at a distorted geometry from the OMol25 dataset. Energies are from ωB97M-V with the def2-TZVPD basis set.

Last column: Löwdin charge in e.
CARTESIAN COORDINATES (ANGSTROEM)
S -2.50 -4.92 -2.91  0.72
S -2.69 -1.35 0.61  0.41
P -3.18 -0.40 -1.00  0.30
F -7.86 0.84 -0.84  0.06
F -6.89 -0.06 -2.75  0.07
O -2.33 -0.92 -2.25  -0.17
O 2.01 1.58 2.00  -0.18
O -2.89 1.18 -0.86  -0.19
O -5.62 2.60 -2.97  -0.11
N -5.55 -0.69 0.06  -0.03
N -5.65 1.43 1.22  0.22
N -6.51 1.15 -0.91  0.07
C 8.64 -2.32 -2.03  -0.23
C 5.92 1.90 3.63  -0.11
C -7.05 4.12 -4.14  -0.21
C -6.53 -1.72 0.47  -0.10
C -7.07 -1.60 1.89  -0.36
C 8.07 3.17 1.74  -0.23
C -3.10 2.08 4.01  -0.18
C -0.25 1.66 2.89  -0.14
C 8.34 2.51 3.09  -0.23
C -5.84 0.42 -2.01  -0.32
C -5.87 0.63 0.25  -0.26
C -4.92 1.14 2.48  -0.12
C 7.36 1.41 3.48  -0.27
C -5.00 -0.75 -1.31  -0.34
C -3.85 2.22 2.68  -0.17
C -8.32 -0.68 1.97  -0.04
C 7.65 -3.48 -2.20  -0.23
C -0.80 0.93 4.15  -0.18
C 0.78 0.88 2.08  -0.25
C 9.36 1.49 0.31  -0.11
C 9.78 -2.59 -1.05  -0.27
C -7.03 5.23 -5.21  -0.08
C -5.80 3.25 -4.22  -0.21
C -3.99 -3.91 -3.18  -0.54
C -7.46 -3.01 2.38  -0.05
C -5.10 1.31 -3.04  -0.13
C 8.04 2.21 0.55  -0.27
C -2.32 0.78 4.27  -0.19
C -4.41 -3.24 -1.86  -0.28
C 8.94 -4.72 -4.02  -0.11
C -5.28 -1.99 -2.15  -0.13
C 2.74 1.17 0.86  -0.10
C 8.28 -4.80 -2.65  -0.27
C 9.30 -2.84 0.38  -0.11
H -1.51 -4.05 -3.17  -0.15
H 2.33 1.60 -0.05  0.09
H 7.24 1.47 0.68  0.09
H 6.89 -3.18 -2.93  0.11
H -7.22 -3.10 3.43  0.09
H 7.68 0.98 4.44  0.10
H 8.83 3.93 1.56  0.11
H -4.02 1.32 -2.89  0.11
H -6.91 -3.79 1.87  0.08
H 10.15 -2.98 1.05  0.07
H -3.71 -3.15 -3.89  0.06
H -7.88 3.45 -4.36  0.10
H -3.49 -3.01 -1.34  0.01
H -0.38 -0.07 4.14  0.10
H -8.01 0.33 2.22  0.06
H 7.12 -3.65 -1.26  0.10
H 9.00 -5.15 -1.91  0.10
H -4.78 -4.54 -3.58  0.07
H -7.73 4.97 -5.99  0.07
H -8.79 -0.66 1.00  0.07
H 10.39 -3.43 -1.38  0.10
H -1.54 -0.35 -2.32  0.11
H -3.19 2.30 1.82  0.09
H 0.91 -0.14 2.43  0.12
H 7.79 2.78 -0.35  0.10
H 5.27 1.08 3.94  0.07
H 8.33 3.29 3.86  0.11
H -6.05 2.36 1.10  0.20
H -6.33 -1.23 2.60  0.11
H -5.64 1.32 3.27  0.14
H -7.29 6.18 -4.77  0.07
H -6.00 -2.66 0.41  0.11
H -3.67 1.75 -1.01  0.07
H 7.12 3.71 1.78  0.10
H -4.95 3.88 -4.46  0.12
H 0.24 2.57 3.21  0.12
H -2.50 0.51 5.31  0.11
H 0.40 0.78 1.06  0.10
H -1.06 1.95 2.24  0.08
H -4.58 0.13 2.48  0.08
H -0.39 1.43 5.01  0.11
H 10.44 -1.72 -1.04  0.10
H 9.77 -4.01 -4.03  0.07
H -3.86 2.18 4.77  0.11
H 3.79 1.37 0.98  0.07
H -6.31 -2.29 -2.10  0.12
H 9.34 -5.69 -4.31  0.07
H 9.36 2.10 3.10  0.10
H 5.85 2.69 4.38  0.08
H -2.70 -0.06 3.71  0.08
H -8.98 -1.07 2.73  0.08
H -6.05 5.28 -5.66  0.06
H -7.34 -1.80 -0.24  0.14
H 8.08 -1.44 -1.70  0.10
H 9.29 0.84 -0.57  0.06
H 8.72 -1.99 0.75  0.06
H -8.52 -3.18 2.27  0.08
H 9.64 0.86 1.16  0.07
H -4.98 -3.93 -1.25  0.11
H 7.40 0.59 2.76  0.09
H 5.53 2.28 2.68  0.05
H -5.96 2.54 -5.04  0.13
H 8.68 -3.73 0.45  0.07
H 2.61 0.09 0.77  0.08
H 10.17 2.20 0.14  0.08
H -7.19 4.49 -3.13  0.11
H 9.07 -2.06 -3.00  0.10
H -2.40 2.90 4.17  0.12
H -5.12 -1.69 -3.18  0.12
H -5.27 0.83 -3.99  0.14
H -4.39 3.16 2.74  0.12
H 7.49 -5.56 -2.69  0.10
H 8.23 -4.41 -4.79  0.07

E_tot = -85487.951 eV
total charge = +1
HOMO level = -11.16 eV
F_max = 2.9 eV Å⁻¹
HOMO-LUMO gap = 6.74 eV